No. 1
{
  "formula": "C55H69IrN4O3SSi2",
  "method": "wB97M-V/def2-TZVPD",
  "homo_ev": [-7.56, -7.56],
  "orbital_gap_ev": [7.04, 7.04],
  "multiplicity": 1,
  "elements": ["C", "H", "C", "H", "H", "C", "H", "C", "H", "H", "H", "C", "H", "H", "H", "C", "C", "C", "C", "C", "H", "Si", "C", "H", "H", "C", "C", "C", "C", "H", "C", "C", "C", "H", "H", "H", "C", "H", "H", "C", "H", "C", "H", "H", "H", "H", "H", "S", "H", "H", "C", "H", "H", "C", "C", "H", "C", "H", "C", "C", "H", "C", "H", "C", "C", "H", "H", "C", "H", "N", "C", "C", "C", "H", "C", "C", "C", "C", "C", "Ir", "H", "H", "H", "H", "N", "C", "H", "H", "O", "H", "C", "C", "H", "H", "C", "N", "H", "H", "H", "H", "H", "H", "H", "C", "C", "C", "C", "H", "C", "H", "H", "C", "H", "H", "C", "C", "H", "H", "C", "H", "C", "H", "H", "H", "H", "H", "Si", "H", "C", "C", "H", "O", "H", "O", "N"],
  "coordinates": [[1.09455, -0.27486, 4.50393], [-2.56835, -3.43135, -4.12023], [-2.77252, -2.36265, 1.84408], [-1.26465, 3.53063, 2.62841], [3.66095, 1.86329, 2.52785], [4.19777, -0.61194, 0.18654], [-1.34522, 2.83670, -0.46073], [2.07754, -2.56252, -3.00536], [1.87185, -7.79262, -1.71005], [-0.87389, -4.33066, 5.59345], [5.26918, 1.37852, 1.95741], [0.42810, 0.71928, 5.47206], [4.08390, 1.99049, 0.81237], [5.63401, -1.94664, 1.06040], [4.86862, -4.09459, 0.85449], [4.33881, -0.38722, -4.78859], [2.83804, -4.11484, 4.14670], [-3.86246, -1.39771, 2.33732], [3.65090, -0.11154, -1.02934], [2.97364, -3.73842, 1.79887], [2.19258, -1.10482, 6.18946], [0.55205, -1.71014, -3.66379], [-3.05797, -2.66275, -3.52073], [-0.75935, -4.23653, -1.95196], [-4.63400, -1.25809, 1.57537], [0.14051, -1.41609, 4.16072], [4.30711, -4.11728, 1.78374], [-1.46054, -3.77676, -1.24402], [4.21673, -0.87089, 2.72072], [5.04378, 2.26492, -2.73065], [4.90858, -4.50307, 2.97264], [5.82451, -1.88610, -1.05978], [-1.41959, 2.27749, -1.38459], [1.10708, 1.55359, 5.67970], [3.99836, 0.18758, -5.65184], [-4.06643, -3.66701, 0.69384], [-0.31675, 1.94537, 1.58182], [1.79034, -3.52541, -2.57136], [-4.02194, -3.06369, -3.18840], [1.42770, -7.07889, -1.02780], [2.79493, -2.76465, -3.80486], [2.23036, -3.71664, 2.96608], [-4.13929, -1.72602, -0.60008], [-1.22040, -6.72117, 1.06506], [3.15319, 0.87715, -3.49536], [3.09772, 0.06555, 5.25285], [-2.26409, -4.49306, -1.05976], [2.22370, -3.32888, 0.22432], [5.94586, -1.46515, -3.14024], [3.86493, -0.39861, 3.63623], [-1.65432, 0.76353, -3.62814], [-4.33556, -1.81175, 3.23338], [-2.33713, -1.96630, 0.92437], [-0.31142, -6.47378, 0.52956], [0.05123, -2.47268, 5.06258], [0.50122, -3.30922, -5.53834], [0.19872, 4.23648, 1.17655], [-3.26864, -1.80480, -4.16954], [1.43017, -4.92916, 0.02015], [5.41316, -1.26271, -2.21858], [4.64230, -4.80360, 5.08074], [-3.35806, -1.12120, -1.06628], [0.68242, -2.48017, 5.94425], [-1.05292, 0.26665, -2.46474], [1.10883, 3.82998, 0.20941], [5.39487, -0.61290, -4.95457], [1.35216, 0.24694, 3.57659], [2.01622, -5.83372, -0.85025], [-3.45138, -0.42550, 2.60130], [2.39962, 0.58451, -0.90152], [-0.97246, 0.84361, 2.35503], [0.93632, -0.30546, -4.85757], [-3.41800, -3.72364, 1.56958], [1.19831, -3.37567, 2.95585], [-1.70538, -3.47440, 3.80623], [4.35616, -0.35194, -2.23176], [4.20321, 1.38119, 1.70716], [4.15251, 0.44093, -3.51148], [-0.69505, -1.41316, 3.01209], [0.42711, -0.38029, -0.17867], [-0.54267, -3.91117, -4.24368], [-0.17838, -4.49850, 1.38181], [2.26403, -4.11280, 5.06541], [1.77874, -0.57842, -5.49071], [-0.95862, 1.02407, -1.37855], [2.33694, 1.92650, -0.91841], [6.19951, 1.16389, -3.50566], [-2.91789, -0.48161, -0.29628], [-1.77433, 1.15938, 3.23481], [6.63780, -2.60447, -1.08201], [2.38674, -0.75995, 5.17144], [4.17221, -4.50567, 4.15092], [-2.58722, 2.46360, -4.53633], [1.71296, 4.52511, -0.35689], [-2.12375, 2.05898, -3.64425], [-0.50472, -0.37505, 2.04591], [-1.74862, 0.11498, -4.48946], [-3.84379, -0.46987, -1.80162], [-2.44607, -4.25943, 3.70969], [2.62520, -0.07683, 1.52922], [-2.67243, -4.49944, 1.38971], [3.86460, -1.90270, 2.70437], [-4.03899, -4.02946, 2.41534], [-0.23722, -3.01016, -4.78629], [-0.55252, -1.09683, -2.25283], [5.18811, 1.57863, -3.55692], [0.26414, -7.39442, -0.34025], [5.30991, -0.87328, 2.75994], [1.26102, 2.47734, -0.02726], [-0.92520, -3.59682, -0.31234], [-0.20351, -8.36072, -0.48706], [0.26986, -5.23043, 0.71449], [-1.11092, -2.62123, -5.31829], [0.20634, 0.21641, 6.41868], [-0.53604, 3.28242, 1.86872], [-1.67045, -2.43558, 2.88079], [5.95105, -4.79383, 2.97966], [0.08514, -0.11717, -5.51678], [-0.83710, -3.51290, 4.88176], [-0.50017, 1.11457, 5.07352], [3.71719, -0.06930, 1.52285], [-2.37519, 3.85560, -2.46383], [1.17899, 0.63385, -4.35110], [3.79123, -1.32768, -4.75652], [2.92185, -5.56329, -1.38640], [5.08956, 2.13813, -4.49396], [-2.08423, -2.17293, -1.97282], [2.85772, -1.56818, 4.61181], [5.24576, -1.52159, 0.14456], [-2.00479, 2.84017, -2.49609], [2.57948, -1.96513, -2.24462], [3.12351, 2.72193, -1.42124], [0.06121, 5.28900, 1.38912], [1.09291, -2.37289, 0.52925], [0.57754, 1.58096, 0.67455]]
}

***

No. 2
{
  "formula": "C55H91Cl8F3NO18",
  "method": "wB97M-V/def2-TZVPD",
  "homo_ev": -10.97,
  "orbital_gap_ev": 9.22,
  "multiplicity": 1,
  "total_charge": 1,
  "elements": ["C", "C", "H", "H", "O", "H", "H", "H", "O", "O", "H", "C", "C", "C", "H", "O", "H", "C", "O", "O", "C", "H", "C", "H", "C", "H", "H", "H", "H", "C", "N", "H", "O", "C", "H", "H", "C", "H", "C", "H", "H", "H", "C", "O", "H", "H", "H", "Cl", "O", "C", "H", "H", "H", "H", "H", "H", "H", "C", "H", "C", "H", "Cl", "O", "C", "H", "H", "C", "H", "Cl", "C", "C", "C", "H", "H", "H", "H", "H", "H", "H", "F", "H", "C", "C", "H", "C", "H", "O", "F", "C", "O", "Cl", "H", "H", "H", "Cl", "Cl", "H", "H", "C", "O", "C", "H", "H", "H", "H", "O", "C", "H", "C", "H", "H", "H", "H", "C", "H", "H", "H", "C", "H", "C", "C", "H", "F", "C", "H", "C", "H", "H", "H", "C", "H", "O", "H", "C", "C", "C", "H", "C", "C", "C", "O", "Cl", "H", "H", "C", "H", "C", "C", "H", "H", "C", "H", "C", "H", "C", "H", "C", "H", "O", "C", "H", "Cl", "H", "H", "O", "H", "H", "C", "H", "H", "C", "H", "H", "C", "C", "H"],
  "coordinates": [[11.07479, -23.17731, -10.10568], [12.90861, -20.69231, -10.96373], [16.53255, -26.04960, -12.66476], [11.66778, -24.06384, -10.33043], [17.49674, -29.41484, -10.57662], [10.00887, -13.87445, -15.44339], [11.44318, -14.07802, -16.39145], [13.86251, -20.25446, -11.25778], [14.81064, -23.39104, -17.31957], [17.64443, -25.79939, -6.61867], [11.68487, -16.37445, -15.89331], [14.23342, -21.61718, -2.33591], [16.23784, -25.78767, -2.59107], [14.49265, -22.27245, -1.13443], [8.13690, -20.12167, -14.70026], [16.50959, -30.70558, -8.99584], [9.49320, -29.86435, -7.66493], [15.07652, -28.54630, -8.32327], [14.49267, -24.64397, -11.95668], [19.02333, -24.98558, -5.00275], [13.41642, -22.26937, -3.27808], [13.70762, -22.60777, -10.33670], [16.84329, -31.17425, -12.23795], [17.09761, -32.08887, -12.77356], [13.31233, -24.29524, -1.94448], [11.63038, -15.39222, -14.52636], [14.56439, -20.59155, -2.40614], [9.73810, -20.40970, -14.07099], [11.57213, -20.56221, -7.80235], [5.16163, -23.44746, -11.28178], [11.94958, -22.29662, -9.18241], [16.82956, -25.57181, -16.83552], [15.21997, -22.21448, -15.36110], [16.67190, -29.63740, -9.58713], [4.11533, -23.49101, -11.01765], [10.80612, -25.46799, -12.85239], [5.54902, -22.70952, -12.35029], [12.15562, -14.60552, -8.12828], [6.88555, -22.63109, -12.80164], [13.17559, -24.86057, -9.08806], [15.68439, -28.39965, -7.43047], [14.57432, -29.49523, -8.13506], [16.06456, -26.90837, -12.18351], [12.79404, -26.11988, -12.68617], [6.41373, -17.32529, -9.47016], [10.78168, -16.44523, -10.19972], [16.61905, -27.78701, -12.51310], [17.95548, -24.50397, -11.53458], [15.87171, -24.35324, -15.44795], [13.91557, -24.94480, -7.02733], [7.25469, -22.06340, -13.64299], [8.14989, -24.72954, -10.44159], [15.36228, -26.40302, -2.79806], [10.11408, -23.52002, -9.72139], [10.19193, -21.39714, -8.14806], [11.60293, -18.93435, -11.22853], [11.15679, -31.13144, -8.83310], [16.01028, -25.58480, -16.11669], [13.01573, -25.22892, -6.48173], [13.59848, -24.20681, -8.32526], [7.21381, -21.07817, -5.35721], [9.62117, -26.32690, -5.10271], [13.46278, -15.39254, -9.56649], [6.08288, -24.21058, -10.54965], [13.90783, -21.45693, -9.04217], [19.60555, -26.25908, -7.37758], [14.02294, -25.76063, -12.14266], [12.40898, -20.06162, -15.70295], [8.17817, -18.03198, -11.03786], [10.72259, -20.05875, -9.71576], [10.96323, -15.54248, -9.61648], [12.26179, -15.46528, -8.78983], [12.54958, -21.70840, -15.27551], [12.32656, -16.37001, -8.18538], [11.90079, -24.20324, -12.54375], [12.33042, -24.06627, -3.82262], [16.21337, -26.36930, -15.38770], [14.51899, -23.84741, -8.78526], [12.86986, -22.42350, -7.16100], [13.06150, -21.58866, -4.39180], [18.31221, -26.38070, -8.48910], [7.81544, -23.39543, -12.06727], [11.80073, -25.11774, -13.12838], [16.63603, -30.44206, -13.01836], [15.23259, -23.30062, -16.15620], [8.42227, -20.10073, -12.95574], [11.19510, -18.29416, -14.09596], [10.80943, -26.13793, -9.75700], [17.02246, -23.01980, -12.05555], [16.69884, -25.04896, -4.84026], [5.77172, -19.57890, -10.19690], [8.07234, -20.43756, -6.74755], [17.39088, -23.95050, -3.18731], [9.98863, -14.86452, -17.01962], [16.42090, -22.27184, -10.61213], [12.44998, -26.86714, -4.56971], [10.71675, -28.19022, -4.00066], [14.26499, -27.82278, -8.40097], [8.83658, -19.81525, -13.92267], [9.91381, -16.63820, -14.81319], [13.99090, -23.59643, -0.93565], [7.50517, -18.50733, -8.86296], [13.26757, -20.42288, -14.25837], [15.09388, -25.90550, -16.61212], [11.65855, -23.60052, -7.60189], [16.01899, -28.53522, -9.41416], [7.38440, -24.19963, -10.98896], [4.82024, -22.11916, -12.88578], [12.54369, -23.08006, -7.96762], [9.23767, -27.39226, -8.38791], [15.16139, -21.84716, -0.40073], [18.71571, -24.80036, -7.90318], [18.81841, -30.32939, -11.85560], [16.88564, -15.61253, -9.96303], [14.25980, -24.12322, -0.03200], [10.79687, -14.63780, -10.20127], [12.99711, -24.59909, -14.85569], [10.51397, -14.57345, -16.11000], [10.88480, -22.64034, -11.03502], [14.62493, -15.71679, -9.03700], [11.87310, -28.13239, -10.21900], [14.57154, -21.03967, -16.96975], [9.13070, -23.43467, -12.34152], [10.88980, -27.59753, -4.89893], [17.30438, -16.16859, -10.80182], [11.11628, -21.09220, -8.63866], [15.91320, -31.36835, -11.70377], [5.73946, -24.87179, -9.76782], [9.94990, -20.44726, -10.37917], [17.93938, -30.60704, -11.27394], [10.90777, -28.13873, -5.84491], [14.63540, -26.93059, -12.18844], [10.08283, -15.56066, -8.97409], [10.08102, -28.00208, -8.67650], [12.01470, -19.51591, -10.40371], [11.23719, -30.05883, -8.93027], [17.79866, -22.32019, -12.36563], [13.02402, -23.58243, -3.15089], [10.97130, -15.82597, -15.27842], [12.01588, -24.98928, -14.58543], [8.86277, -18.42387, -14.05165], [9.37984, -22.01054, -5.50046], [16.31624, -25.52307, -1.53659], [16.50162, -26.80695, -11.19014], [10.19201, -29.30952, -8.27339], [11.99420, -25.97602, -15.04802], [13.11414, -20.77601, -15.27811], [18.62230, -25.84142, -7.59405], [17.40691, -14.65855, -9.88370], [12.49286, -27.73774, -11.01055], [14.55586, -21.05921, -15.88004], [10.35568, -19.11866, -9.30380], [16.57196, -24.58096, -3.53372], [17.08243, -26.42683, -2.84847], [7.86038, -21.35068, -6.19134], [17.07374, -16.14448, -9.03043], [10.09461, -17.82541, -14.25990], [16.22926, -23.16842, -12.78825], [14.87752, -16.21888, -7.93328], [6.96220, -18.22041, -9.76349], [18.13477, -31.36162, -10.51202], [6.93498, -22.44416, -7.19592], [14.58026, -25.76534, -7.29750], [14.43812, -24.19703, -6.43078], [15.50832, -15.56100, -10.04978], [12.46216, -18.68085, -9.86468], [15.70246, -23.93144, -3.63462], [13.23657, -21.75518, -9.84750], [12.40644, -21.12777, -11.82761], [11.28996, -24.25151, -14.92723], [11.96426, -29.54611, -9.99476], [12.83014, -25.25484, -1.83015], [12.58020, -30.05661, -10.72030], [17.86584, -25.32907, -5.43045], [10.91476, -27.41206, -9.60828], [15.02441, -20.12428, -15.57269]]
}